265
Properties=species:S:1:pos:R:3:forces:R:3 method="wB97M-V/def2-TZVPD" orbital_gap_ev=7.8 charge=+1 de_lowest_kcal_mol=0.0
C -23.410 20.925 -1.191 0.3 0.4 -0.2
C -24.120 21.749 -2.289 1.1 -0.5 1.6
C -24.467 20.897 -3.457 -0.1 0.2 -2.5
O -25.164 21.774 -4.384 0.2 -0.8 -1.4
C -25.249 21.353 -5.822 0.2 -0.1 1.7
N -25.250 22.400 -1.553 1.1 -0.3 -0.6
H -24.794 23.052 -0.910 -0.4 -0.3 0.1
H -25.762 22.983 -2.184 -0.5 0.4 -0.6
H -26.256 21.112 -1.046 0.0 0.7 0.1
H -22.917 21.567 -0.454 0.1 0.0 -0.3
H -22.724 20.155 -1.521 0.5 0.2 -0.5
H -24.125 20.377 -0.632 -1.0 -0.5 0.5
H -23.410 22.460 -2.687 0.1 0.6 0.0
H -25.064 20.038 -3.197 -0.6 -0.4 0.2
H -23.577 20.459 -4.002 -0.5 0.7 0.9
H -25.682 20.354 -5.912 0.1 0.0 0.1
H -24.306 21.380 -6.389 0.1 0.0 0.7
H -25.916 22.055 -6.286 -0.3 0.4 0.0
C -26.952 13.843 3.759 0.6 -0.4 0.6
C -26.744 15.292 3.524 -1.4 -0.7 -2.3
C -28.119 15.917 3.438 0.4 -0.2 2.6
O -28.804 15.453 2.319 -1.1 1.5 0.1
C -30.114 16.088 2.331 0.2 -0.2 -0.8
N -25.810 15.929 4.375 0.3 -1.4 0.9
H -25.741 16.785 3.927 0.8 2.6 -0.1
H -26.182 16.028 5.309 0.1 0.3 0.2
H -23.854 15.367 4.185 0.6 0.4 -0.5
H -27.355 13.622 4.767 0.1 0.2 -0.5
H -25.962 13.446 3.681 0.5 -1.1 0.0
H -27.614 13.494 2.980 0.0 -0.4 0.1
H -26.371 15.433 2.480 0.2 -0.4 0.5
H -27.899 17.003 3.497 -1.0 -0.1 -0.3
H -28.666 15.536 4.385 0.5 1.1 -1.1
H -30.541 15.867 1.364 0.0 0.1 -0.3
H -30.076 17.202 2.433 0.2 -0.9 0.2
H -30.792 15.605 3.050 0.4 0.4 0.3
C -21.427 17.673 -2.541 0.1 -0.2 0.2
C -21.358 16.476 -3.472 -0.2 -1.2 2.4
N -20.049 15.793 -3.494 0.8 -0.1 -0.3
C -18.921 16.310 -4.098 -1.1 1.0 0.8
C -17.902 15.479 -3.851 1.1 -0.4 -0.7
N -18.411 14.389 -3.183 -1.2 0.3 0.3
C -19.740 14.604 -2.987 -0.5 -0.3 0.5
C -17.729 13.155 -2.846 0.2 -1.0 -1.1
H -22.498 17.884 -2.340 0.6 0.2 -0.3
H -20.897 18.553 -2.913 -0.3 0.0 -0.1
H -20.970 17.403 -1.600 0.1 0.0 0.6
H -21.605 16.756 -4.451 -0.5 0.0 -1.7
H -22.038 15.702 -3.041 0.3 0.4 -0.7
H -19.045 17.292 -4.494 0.6 0.3 -0.5
H -16.875 15.521 -4.202 -0.3 0.0 0.3
H -20.580 13.945 -2.546 1.0 0.0 -0.3
H -18.481 12.492 -2.416 0.2 -0.1 -0.2
H -16.887 13.230 -2.180 0.1 0.7 0.6
H -17.269 12.711 -3.765 -0.8 0.2 0.6
C -23.538 9.172 -5.249 -0.7 -0.7 -0.3
C -23.398 10.309 -6.239 0.9 1.0 -0.2
C -22.207 11.197 -5.746 1.0 -1.1 -0.7
N -22.011 12.480 -6.453 -0.9 0.2 -1.9
C -21.897 12.200 -7.993 -1.0 1.1 0.8
C -21.556 13.468 -8.771 0.6 -0.2 0.6
C -20.247 14.055 -8.335 1.7 0.9 -0.2
C -20.303 14.339 -6.830 -1.5 0.4 -0.4
C -20.754 13.096 -6.042 1.8 0.7 -0.1
C -23.162 13.386 -6.208 -0.3 0.3 -0.1
H -24.433 8.550 -5.468 0.6 0.4 0.0
H -23.689 9.564 -4.226 0.5 -0.3 -0.4
H -22.655 8.522 -5.380 -0.3 0.2 0.7
H -24.316 10.875 -6.405 -0.1 0.1 0.3
H -23.108 9.947 -7.249 -0.2 -0.1 0.6
H -21.272 10.671 -6.016 -0.4 -0.2 0.3
H -22.076 11.412 -4.683 -0.8 -0.1 0.1
H -21.189 11.374 -8.161 -0.3 0.3 0.2
H -22.929 11.969 -8.228 0.0 -0.7 -0.4
H -21.476 13.205 -9.806 -0.4 -0.2 -0.7
H -22.290 14.252 -8.620 -0.5 -0.2 -0.2
H -19.372 13.406 -8.639 -0.8 0.4 0.5
H -20.056 15.035 -8.855 -0.3 -0.9 0.4
H -19.376 14.749 -6.465 0.6 -0.4 0.3
H -21.014 15.195 -6.652 0.4 -0.8 -0.2
H -20.036 12.310 -6.218 0.5 -0.3 0.2
H -20.766 13.310 -4.988 -0.3 -0.1 0.6
H -22.905 14.340 -6.621 0.1 0.5 -0.2
H -23.250 13.556 -5.134 -0.2 -0.4 0.0
H -24.072 13.027 -6.715 0.4 -0.1 0.6
C -26.549 11.786 -4.089 -0.7 0.8 0.7
C -26.818 13.228 -3.414 2.5 -0.9 -2.2
C -25.532 13.762 -2.711 -2.1 0.6 0.7
N -25.836 14.928 -1.804 -1.0 -1.1 2.1
C -24.544 15.449 -1.297 0.7 -0.3 1.0
C -24.642 16.658 -0.363 -0.9 0.1 -1.9
C -25.520 17.746 -0.997 -0.4 -1.4 -0.6
C -26.871 17.116 -1.353 -0.2 0.8 -0.5
C -26.672 15.992 -2.360 -0.3 0.8 -1.1
C -26.665 14.402 -0.626 1.0 0.5 0.4
H -25.484 11.627 -4.252 0.2 0.1 0.0
H -27.010 11.710 -5.089 0.2 0.1 0.6
H -26.909 10.934 -3.490 0.1 0.4 0.0
H -27.718 13.298 -2.841 -0.5 -0.1 0.6
H -26.905 13.898 -4.299 -0.3 -0.2 0.6
H -24.826 14.196 -3.338 1.0 0.3 -1.9
H -24.950 13.156 -2.056 0.1 -1.3 0.4
H -23.938 15.622 -2.170 0.2 0.5 -0.3
H -24.036 14.634 -0.764 -0.2 -0.1 -0.2
H -23.665 17.040 -0.286 1.5 0.4 0.4
H -24.981 16.370 0.614 -0.3 -0.1 0.5
H -25.100 18.150 -1.925 0.3 -0.2 0.1
H -25.665 18.568 -0.361 -0.1 1.0 1.0
H -27.517 17.850 -1.870 0.2 -0.2 0.4
H -27.389 16.810 -0.433 0.0 -0.1 -0.4
H -26.225 16.363 -3.294 0.2 0.0 0.4
H -27.603 15.543 -2.674 -0.3 -0.2 0.1
H -27.737 14.519 -0.854 0.3 -0.7 0.1
H -26.394 15.004 0.232 -0.3 0.3 0.1
H -26.299 13.418 -0.327 -0.2 0.2 -0.7
C -26.770 8.466 -6.600 -0.4 -1.4 -0.3
C -28.062 8.354 -7.445 1.2 0.0 0.6
C -27.712 9.126 -8.684 0.2 1.1 -0.3
N -28.863 9.340 -9.634 -1.3 -0.6 0.0
C -30.101 9.853 -8.892 0.6 -0.7 -0.8
C -31.227 10.332 -9.776 -0.3 1.1 0.5
C -30.738 11.236 -10.894 0.7 1.0 0.9
C -29.506 10.676 -11.637 -2.4 -0.2 -0.5
C -28.469 10.428 -10.630 1.3 -1.9 0.7
C -29.218 8.045 -10.209 0.5 -1.9 -0.1
H -26.856 7.989 -5.620 -0.1 0.4 0.0
H -26.494 9.483 -6.599 0.2 1.5 0.8
H -25.919 8.005 -7.084 0.1 -0.6 -0.4
H -28.823 8.918 -6.889 -0.1 -0.6 -0.1
H -28.307 7.307 -7.657 -0.3 0.3 0.3
H -26.832 8.696 -9.239 -1.0 0.4 0.3
H -27.475 10.150 -8.352 0.4 -0.3 -0.1
H -29.690 10.658 -8.339 0.1 1.0 0.7
H -30.432 9.081 -8.226 -0.1 -0.4 0.3
H -31.804 10.910 -9.034 0.0 0.2 -0.5
H -31.979 9.669 -10.133 0.0 -1.5 -0.2
H -30.378 12.126 -10.294 -0.4 -0.3 -1.2
H -31.526 11.492 -11.608 0.1 0.2 0.4
H -29.219 11.456 -12.343 0.4 -0.3 -0.1
H -29.824 9.736 -12.194 0.7 1.1 0.5
H -28.262 11.215 -9.928 0.1 0.9 -0.3
H -27.544 10.049 -11.065 0.2 0.2 0.0
H -28.402 7.721 -10.881 -0.6 0.1 0.1
H -30.198 7.984 -10.660 0.0 0.6 -0.6
H -29.325 7.274 -9.408 0.5 0.8 -0.4
C -26.015 10.127 -0.906 0.0 1.6 0.0
C -27.231 10.989 -0.542 -1.4 -0.3 0.4
C -28.154 10.241 0.418 0.4 0.9 0.3
N -29.485 10.915 0.750 -1.6 -3.7 -0.4
C -30.523 10.672 -0.393 0.3 0.1 0.5
C -31.919 11.179 -0.055 -0.2 1.3 0.4
C -31.937 12.644 0.595 -0.1 -0.9 -1.0
C -30.754 12.922 1.489 0.3 -0.1 0.5
C -29.467 12.347 0.947 1.4 1.4 0.3
C -29.949 10.163 1.964 -1.0 1.2 0.7
H -25.227 10.816 -1.276 -0.4 -0.6 -0.1
H -26.346 9.485 -1.703 0.4 -0.7 -0.2
H -25.574 9.603 -0.055 -0.3 -0.2 -0.1
H -27.900 11.190 -1.403 0.9 0.4 0.0
H -26.958 11.926 -0.056 -0.1 -0.3 -0.2
H -27.669 10.167 1.392 0.1 -0.3 -0.1
H -28.387 9.258 0.026 -0.1 -0.2 0.1
H -30.058 11.210 -1.181 0.0 0.9 -0.9
H -30.576 9.637 -0.747 0.4 -0.1 0.8
H -32.437 11.250 -1.002 0.0 0.1 -0.4
H -32.498 10.415 0.445 0.1 -0.1 0.7
H -31.788 13.333 -0.254 -0.3 -0.3 0.3
H -32.875 12.952 1.106 0.4 -0.7 -0.5
H -30.640 14.006 1.462 0.2 -0.4 0.3
H -30.828 12.574 2.540 -0.4 0.5 -0.4
H -29.200 12.760 -0.015 -0.3 0.5 -0.4
H -28.635 12.611 1.607 -0.1 -0.3 0.1
H -30.894 10.585 2.334 0.3 -0.1 -0.3
H -29.230 10.306 2.756 0.3 -0.1 0.1
H -30.154 9.124 1.792 0.4 -0.5 -0.5
C -28.152 20.756 -0.816 -1.0 1.6 0.6
O -28.456 21.583 -1.931 0.7 -1.5 -0.3
O -26.873 20.381 -0.787 1.5 -1.3 0.3
C -28.509 21.503 0.511 -1.2 0.5 -0.3
F -29.860 21.715 0.523 0.6 -0.5 0.4
F -28.163 20.737 1.577 -0.4 0.3 -0.6
F -27.969 22.715 0.710 0.4 -0.5 -0.4
C -28.037 20.780 -3.094 -0.8 0.8 -0.7
C -28.399 21.478 -4.392 -1.0 -0.5 0.6
H -28.035 22.479 -4.384 0.5 0.8 -0.1
H -28.014 20.931 -5.256 0.0 0.1 0.2
H -29.487 21.532 -4.453 0.0 0.0 -0.2
H -28.558 19.824 -3.057 -0.1 -0.3 0.2
H -26.980 20.599 -3.125 0.4 0.0 0.5
H -28.789 19.862 -0.800 -0.1 -0.1 -0.1
C -22.195 12.041 -1.583 -3.0 0.1 0.5
O -22.418 12.554 -0.217 1.2 1.3 0.1
O -21.995 13.037 -2.378 0.2 0.5 -0.7
C -21.121 10.957 -1.684 0.8 -1.8 -3.5
F -20.425 10.996 -2.979 -0.7 0.9 2.0
F -20.204 11.053 -0.773 0.9 -0.3 0.7
F -21.572 9.660 -1.815 -0.2 1.1 1.4
C -22.585 11.606 0.792 0.2 -0.9 -0.6
C -23.352 12.067 1.990 -0.7 0.4 0.4
H -23.746 11.224 2.573 0.1 0.0 -0.2
H -22.783 12.677 2.689 0.3 0.1 -0.2
H -24.204 12.679 1.692 -0.2 0.0 -0.1
H -21.645 11.197 1.113 0.8 -0.1 0.3
H -23.041 10.799 0.243 -0.9 -1.1 0.4
H -23.207 11.479 -1.673 0.9 0.1 -0.7
C -26.995 12.697 -7.456 -0.4 1.5 -0.1
O -28.426 12.495 -7.780 -0.2 0.5 -0.1
O -26.370 11.676 -7.044 0.7 -2.0 0.3
C -26.360 13.228 -8.776 1.0 1.7 1.6
F -25.148 13.799 -8.386 -0.3 -0.2 -0.2
F -26.003 12.347 -9.691 -0.5 -0.8 -0.7
F -27.018 14.238 -9.336 -0.5 0.0 -0.6
C -29.328 12.603 -6.667 1.0 -0.7 -0.1
C -30.665 13.125 -7.082 -0.8 -0.8 -1.2
H -30.640 14.210 -7.253 -0.1 -0.4 -0.1
H -31.033 12.564 -7.988 0.5 0.9 0.5
H -31.410 12.863 -6.337 0.0 0.4 0.4
H -28.932 13.299 -5.932 0.3 -0.1 0.2
H -29.389 11.588 -6.213 -0.2 0.5 0.1
H -26.914 13.590 -6.731 -0.6 -0.4 -0.8
C -30.270 14.850 -2.102 1.9 1.8 1.7
O -31.284 15.311 -1.116 0.0 1.8 -0.8
O -29.554 13.826 -1.596 -1.5 0.7 -1.6
C -30.941 14.715 -3.552 1.2 0.4 1.9
F -31.508 13.547 -3.727 -1.1 -1.2 0.0
F -31.800 15.687 -3.892 -0.4 0.0 0.5
F -29.968 14.787 -4.451 1.2 0.2 -0.8
C -31.296 16.803 -0.936 0.1 -1.2 0.7
C -32.504 17.206 -0.108 -0.6 -0.1 1.2
H -32.711 16.571 0.791 0.2 -0.2 -1.1
H -32.391 18.162 0.406 0.6 0.4 -0.4
H -33.420 17.342 -0.672 -0.1 -0.5 -0.2
H -31.323 17.350 -1.899 0.3 -0.5 0.4
H -30.395 17.082 -0.322 -0.4 -0.2 -1.0
H -29.554 15.801 -2.172 -1.3 -1.2 -0.5
C -23.372 16.888 -6.539 0.1 -0.9 -3.3
O -23.669 18.065 -7.457 0.6 -0.5 1.0
O -22.159 16.630 -6.195 0.8 0.9 0.5
C -24.376 17.052 -5.467 -1.4 -0.8 0.2
F -24.310 18.176 -4.834 0.2 2.4 1.1
F -25.651 16.937 -5.931 0.2 -0.2 0.2
F -24.252 16.117 -4.476 0.1 -0.7 -0.2
C -23.698 17.696 -8.814 0.8 -0.6 -0.4
C -24.533 18.683 -9.589 -0.4 0.7 0.1
H -24.548 18.359 -10.612 -0.1 -0.1 -0.7
H -25.576 18.675 -9.233 0.4 -0.1 0.0
H -24.213 19.741 -9.594 0.2 -0.6 0.3
H -24.225 16.715 -8.912 0.4 0.4 0.0
H -22.638 17.548 -9.276 -1.5 0.4 0.8
H -23.757 16.071 -7.187 -0.6 -0.2 0.2
C -22.351 16.018 2.925 1.1 -1.1 3.0
O -21.333 15.265 2.424 0.8 -0.6 1.1
O -22.924 15.163 3.907 -0.2 0.9 0.0
C -21.780 17.407 3.458 -0.2 -2.1 -0.5
F -20.892 17.426 4.485 -1.3 0.0 -1.1
F -21.144 17.927 2.361 -0.6 0.7 1.1
F -22.910 18.075 3.776 0.9 0.9 0.1
C -21.114 15.337 1.072 0.3 0.8 -2.1
C -19.818 14.669 0.645 0.0 0.4 0.2
H -19.931 14.473 -0.445 0.5 -0.1 0.9
H -18.972 15.343 0.869 -0.2 -0.2 -0.4
H -19.637 13.776 1.239 -0.2 -0.4 -0.3
H -21.020 16.394 0.785 -0.2 -0.1 -0.2
H -21.945 14.908 0.504 -0.1 -0.2 0.1
H -23.046 16.311 2.202 -1.3 0.5 -1.4

***

110
Properties=species:S:1:pos:R:3:forces:R:3 method="wB97M-V/def2-TZVPD" orbital_gap_ev=5.0 charge=+1
C -0.785 8.020 1.707 -1.4 -0.8 -0.3
C 0.087 6.607 1.505 0.5 1.5 0.8
C -0.519 5.589 0.381 1.6 -3.5 -0.2
O -0.990 6.089 -0.918 2.6 4.0 -0.3
C -0.145 7.147 -1.478 3.8 5.8 -1.1
N 0.586 8.165 -1.870 -6.6 -9.4 3.5
C -1.649 4.438 0.852 -0.2 0.0 0.4
C -2.678 3.856 -0.284 -1.0 -0.6 -0.4
C -3.923 4.847 -0.688 -0.3 0.6 -0.8
C -5.415 4.267 -0.344 -0.7 2.1 0.9
C -6.499 4.514 -1.592 0.2 0.0 1.3
N -6.924 3.130 -2.044 0.3 0.7 1.2
C -2.457 5.118 2.104 -0.7 -0.2 0.8
C -3.790 4.351 2.640 -1.2 0.6 0.4
O -3.539 3.897 4.044 -2.2 -2.7 -0.6
C -4.509 2.866 4.446 -5.6 0.4 -0.2
O -5.834 2.914 4.267 8.8 0.1 0.5
C -0.712 3.081 1.147 3.2 -0.3 -0.3
C -1.048 1.694 1.941 -0.9 -2.9 1.8
F -0.136 1.593 3.142 -3.0 0.3 -4.3
F -2.417 1.548 2.466 4.8 0.8 -2.0
F -0.841 0.484 1.057 -0.5 4.4 3.1
N 0.566 3.134 0.641 -4.4 2.1 1.2
C 1.760 2.226 0.686 2.9 -2.8 0.6
N 2.273 1.761 -0.680 0.4 -0.7 1.9
C 1.884 0.305 -0.894 0.2 -0.6 -1.5
C 0.629 4.478 -0.118 3.4 0.1 -3.8
C 2.185 4.984 -0.310 1.1 0.7 1.9
O 0.354 3.983 -1.510 0.2 1.7 1.3
H -1.714 7.963 0.959 2.0 0.4 1.5
H -1.277 8.055 2.791 1.4 0.1 -2.4
H -0.167 8.979 1.443 -1.2 -2.0 0.7
H 1.186 7.008 1.272 -2.4 -1.4 0.0
H 0.193 6.072 2.568 -0.4 0.8 -2.6
H -3.163 2.866 0.175 1.1 2.1 -0.8
H -2.182 3.517 -1.288 -0.4 0.8 2.2
H -3.888 5.011 -1.869 0.1 -0.4 2.6
H -3.829 5.946 -0.234 0.0 -2.5 -0.9
H -5.448 3.162 0.040 0.2 2.0 -1.0
H -5.838 4.935 0.550 1.0 -1.6 -1.7
H -7.439 5.124 -1.181 2.1 -1.5 -1.0
H -6.029 5.182 -2.431 -0.8 -1.5 1.4
H -7.630 2.825 -1.307 1.4 0.1 -1.4
H -6.047 2.538 -1.963 -1.8 0.7 -0.1
H -1.759 5.248 3.066 -1.5 -0.1 -2.3
H -2.846 6.172 1.699 1.3 -2.4 0.9
H -4.125 3.405 2.049 0.7 2.0 0.8
H -4.698 5.120 2.728 2.0 -1.7 -0.5
H -4.070 1.925 5.033 -0.5 2.4 -1.2
H 2.710 2.722 1.215 -2.7 -0.4 -1.0
H 1.598 1.213 1.298 -0.5 2.6 -0.9
H 3.331 1.758 -0.592 -1.8 0.2 -0.2
H 0.727 0.267 -1.112 2.4 -0.2 0.5
H 2.481 -0.059 -1.862 -1.5 0.8 2.0
H 2.215 -0.417 -0.029 -0.8 1.4 -1.4
H 2.798 4.388 -1.108 -1.6 0.9 1.5
H 2.767 4.846 0.724 -1.2 0.5 -2.2
H 2.288 6.132 -0.569 -0.6 -2.4 0.5
H 0.880 4.575 -2.128 -0.9 -1.1 1.0
C 3.403 0.206 -7.313 0.0 0.1 -0.3
C 4.276 0.128 -6.063 -0.5 -0.1 0.1
C 4.037 -1.145 -5.219 0.2 0.2 0.2
O 2.835 -1.122 -4.442 0.4 -0.2 -0.3
C 1.661 -1.446 -5.170 -0.2 0.1 0.3
N 4.079 1.349 -5.266 0.0 -0.2 0.4
H 2.373 0.499 -7.092 0.1 -0.1 0.1
H 3.801 0.954 -8.009 -0.1 -0.1 0.2
H 3.380 -0.755 -7.838 0.0 0.1 0.1
H 5.318 0.105 -6.402 0.0 -0.1 0.2
H 4.854 -1.224 -4.492 -0.2 0.0 0.0
H 4.082 -2.051 -5.834 -0.2 0.1 -0.1
H 1.846 -2.198 -5.942 0.0 0.1 0.0
H 1.233 -0.544 -5.608 -0.1 -0.1 -0.2
H 0.927 -1.847 -4.465 0.2 0.0 0.0
H 4.738 1.338 -4.486 0.0 0.1 -0.2
H 3.164 1.269 -4.810 0.2 0.1 -0.2
C 0.545 -3.492 3.718 -0.2 0.1 0.3
C 1.771 -4.296 3.291 -0.3 -0.1 -0.4
C 2.486 -3.721 2.047 0.1 -0.5 0.0
O 1.818 -3.982 0.808 0.2 0.6 0.4
C 0.738 -3.105 0.528 0.0 -0.5 -0.3
N 1.374 -5.698 3.086 0.3 0.2 -0.3
H -0.326 -3.678 3.083 0.2 0.0 0.0
H 0.252 -3.759 4.740 0.1 0.0 -0.2
H 0.754 -2.417 3.703 0.0 -0.1 0.0
H 2.482 -4.260 4.124 0.1 0.0 -0.1
H 3.462 -4.213 1.963 -0.2 0.0 -0.1
H 2.690 -2.649 2.158 -0.2 0.1 0.0
H 0.922 -2.091 0.894 0.0 0.0 0.1
H -0.185 -3.503 0.952 -0.1 0.2 0.1
H 0.608 -3.065 -0.557 0.1 0.0 0.1
H 2.213 -6.249 2.900 -0.2 0.0 0.1
H 0.857 -5.740 2.202 0.0 -0.1 0.3
C -0.532 -9.332 2.221 -0.3 0.1 0.1
C 0.149 -9.604 0.882 0.3 0.0 0.4
C 1.064 -10.850 0.894 0.2 0.2 -0.3
O 2.320 -10.655 1.552 -0.6 -0.2 -0.1
C 2.261 -10.748 2.967 0.4 0.1 -0.1
N 0.884 -8.399 0.466 0.3 -0.2 -0.1
H 0.142 -8.878 2.954 0.0 -0.1 -0.1
H -1.367 -8.635 2.088 0.2 -0.1 0.0
H -0.934 -10.254 2.652 0.1 0.1 0.0
H -0.646 -9.789 0.151 0.2 -0.1 -0.1
H 1.313 -11.094 -0.146 0.1 0.1 0.1
H 0.546 -11.727 1.301 0.0 0.1 0.2
H 1.531 -11.490 3.303 0.0 0.1 0.0
H 2.039 -9.770 3.396 -0.2 0.0 0.2
H 3.249 -11.046 3.327 -0.1 0.0 -0.1
H 1.252 -8.551 -0.474 -0.1 0.1 0.1
H 1.726 -8.341 1.048 -0.3 0.0 -0.1

***

42
Properties=species:S:1:pos:R:3:forces:R:3 method="wB97M-V/def2-TZVPD" orbital_gap_ev=9.9 charge=+1
C 1.670 -3.029 1.792 -0.8 -0.4 -0.3
C 0.692 -1.936 1.323 0.3 -0.1 0.7
C 1.172 -0.450 1.476 -0.6 -1.5 -0.2
Cl 2.936 -0.433 1.866 -0.3 0.2 -0.3
C 0.888 0.465 0.274 0.3 2.4 0.0
C 1.560 1.844 0.602 0.2 0.0 -1.1
C 2.891 2.132 -0.134 0.3 0.2 0.6
C 4.003 2.642 0.803 -0.1 -1.0 -0.4
F 4.131 4.003 0.704 0.0 0.4 0.1
C 1.161 -0.134 -1.107 1.1 0.3 0.4
N -0.127 -0.727 -1.544 0.5 -0.4 1.4
C -1.059 -0.239 -0.668 1.5 0.0 -0.6
N -2.256 -0.674 -0.567 -0.8 0.1 0.1
C -2.798 -1.775 -1.336 0.0 -0.9 0.0
C -3.187 -2.883 -0.326 0.7 -0.8 -4.4
O -3.432 -2.623 0.754 -1.1 1.0 4.8
I -3.207 -4.917 -1.016 0.0 0.3 -0.2
N -0.555 0.822 0.097 -1.3 -1.4 0.0
H 2.526 -3.136 1.134 0.2 0.2 0.2
H 1.114 -3.970 1.730 0.1 0.0 0.0
H 1.956 -2.920 2.833 0.2 0.2 -0.1
H -0.193 -2.064 1.951 -0.2 0.2 -0.2
H 0.387 -2.200 0.309 0.1 0.2 0.0
H 0.676 -0.057 2.358 0.1 0.3 0.0
H 1.682 1.935 1.677 0.1 -0.1 0.0
H 0.870 2.645 0.330 -0.1 -0.1 0.0
H 2.732 2.902 -0.888 0.1 0.0 0.0
H 3.309 1.270 -0.657 -0.3 -0.1 0.1
H 4.940 2.159 0.524 0.2 0.3 0.0
H 3.806 2.352 1.837 -0.1 0.3 0.1
H 1.460 0.655 -1.794 0.0 -0.1 -0.1
H 1.974 -0.856 -1.010 -0.2 -0.2 -0.5
H -0.046 -1.739 -1.533 -0.4 0.0 -0.7
H -2.821 -0.202 0.138 0.0 -0.3 -0.2
H -3.645 -1.464 -1.949 -0.2 0.0 0.2
H -2.071 -2.219 -2.011 0.2 0.4 -0.1
H -0.695 1.595 -0.561 0.4 0.6 0.7
C -4.493 2.651 -1.485 -0.2 0.2 -0.2
Cl -5.326 4.093 -0.927 0.1 -0.1 0.0
Cl -4.586 1.394 -0.231 -0.3 0.1 0.1
Cl -5.249 2.055 -2.962 0.1 0.0 0.1
Cl -2.788 3.034 -1.805 0.0 0.0 0.0